Formula: C28H84O14S14
Source: the Open Molecules 2025 dataset
Level of theory: the ωB97M-V functional and the def2-TZVPD basis

Values from the calculation:
- maximum force (eV/A) = 3.8
- highest occupied orbital energy (spin up / spin down) (eV) = -10.1 / -10.1
- spin multiplicity = 2
- relative energy (zero: lowest compared OMol25 entry of this formula, charge and spin) (kJ/mol) = 160.16
- net charge = +1
- E_LUMO (spin up / spin down) (eV) = -2.79 / -7.36

Positions of all 140 atoms, in Å:
S  3.360  -2.334  0.363
S  4.046  -0.821  -5.192
S  3.333  1.684  3.972
S  3.358  3.076  -1.614
S  -0.752  2.504  -6.263
S  -0.066  4.763  0.769
S  2.132  -2.715  5.768
S  -6.422  0.841  -2.907
S  -1.865  -0.813  4.727
S  -0.413  -2.584  -5.306
S  -5.923  -2.548  1.384
S  4.346  -4.527  -3.526
S  -5.256  2.674  2.710
S  -1.264  -0.422  -0.328
O  0.191  -1.748  -4.130
O  -6.534  1.455  -4.283
O  2.968  2.592  2.752
O  -1.383  -2.255  4.505
O  3.196  -0.182  -6.334
O  0.091  3.564  -6.990
O  2.064  2.439  -2.184
O  -5.997  -1.072  1.796
O  -1.106  5.677  1.426
O  4.451  -1.711  -0.444
O  -5.159  2.394  4.242
O  3.315  -2.151  4.904
O  -1.855  1.010  -0.324
O  4.678  -3.991  -4.921
C  -1.998  -3.267  -4.531
C  1.651  1.077  4.481
C  1.171  -3.498  4.481
C  -0.787  -0.775  1.410
C  5.630  -3.909  -2.392
C  2.908  -3.524  -2.980
C  -4.338  -3.026  2.226
C  3.056  -1.337  1.947
C  2.745  -4.223  6.661
C  -5.233  -2.503  -0.291
C  -6.880  2.223  -1.686
C  5.910  -0.558  -5.596
C  -1.384  -0.455  6.501
C  -0.546  3.090  1.412
C  3.590  2.782  5.462
C  -4.653  0.766  -2.418
C  4.005  1.852  -0.375
C  0.349  -0.222  -1.146
C  -1.286  -1.354  -6.346
C  -3.875  1.837  1.787
C  -4.656  4.436  2.523
C  4.156  -3.803  1.182
C  -1.828  3.356  -5.012
C  -0.696  4.282  -0.924
C  0.295  1.427  -5.190
C  3.652  0.279  -3.768
C  3.064  4.502  -0.378
C  -3.737  -0.647  4.997
H  -2.101  -1.815  -6.903
H  -2.961  1.910  2.377
H  1.018  1.881  4.855
H  6.563  -4.384  -2.696
H  -5.520  5.059  2.756
H  2.201  -3.243  -3.761
H  -4.227  0.839  1.524
H  3.760  1.340  -3.991
H  6.494  -1.104  -4.855
H  4.280  -4.590  0.439
H  -1.539  0.586  6.786
H  0.014  3.513  -1.228
H  -4.245  4.501  1.516
H  -4.485  -1.717  -0.387
H  4.601  2.276  0.433
H  -1.710  3.886  -0.872
H  0.225  -3.855  4.887
H  2.155  -4.032  -2.377
H  -2.725  -2.548  -4.152
H  -0.384  -0.853  6.672
H  -4.036  -4.001  1.842
H  2.719  -0.321  1.738
H  -3.592  -2.245  2.377
H  -2.132  -0.901  7.156
H  -0.327  2.929  2.467
H  2.918  3.631  5.581
H  -4.322  -0.114  -2.970
H  -1.713  -0.900  1.972
H  0.663  0.562  -5.742
H  -0.246  0.045  1.882
H  6.187  -1.027  -6.540
H  -0.566  5.038  -1.697
H  -1.770  -0.568  -5.767
H  1.747  -4.374  4.182
H  3.645  -4.121  2.090
H  -7.935  2.498  -1.669
H  -4.567  0.686  -1.335
H  -1.965  -3.936  -3.671
H  -2.582  3.934  -5.547
H  -4.764  -3.473  -0.456
H  3.110  1.355  0.001
H  -3.978  0.357  5.346
H  2.446  4.070  0.409
H  -2.297  2.541  -4.462
H  3.303  -4.784  5.912
H  4.061  4.813  -0.067
H  -0.220  1.040  -4.311
H  4.039  -0.086  -2.817
H  2.232  -1.781  2.505
H  1.693  0.287  5.232
H  4.616  3.128  5.580
H  0.863  -2.864  3.649
H  -1.227  3.993  -4.363
H  5.465  -4.226  -1.362
H  -5.927  -2.269  -1.098
H  -4.159  -1.451  5.600
H  3.174  -2.590  -2.487
H  -6.392  2.030  -0.731
H  2.587  0.112  -3.610
H  -0.693  -0.672  -6.956
H  0.983  -1.109  -1.138
H  1.149  2.089  -5.048
H  0.134  2.437  0.865
H  -3.794  2.335  0.821
H  1.913  -4.800  7.063
H  1.180  0.660  3.591
H  3.989  -1.302  2.509
H  0.861  0.569  -0.599
H  2.550  5.331  -0.864
H  -0.103  -1.611  1.560
H  -1.603  2.887  1.236
H  -6.255  3.069  -1.972
H  3.472  2.070  6.279
H  -4.575  -3.273  3.261
H  5.792  -2.837  -2.504
H  -3.766  4.480  3.152
H  6.267  0.472  -5.605
H  5.162  -3.567  1.531
H  3.438  -3.970  7.464
H  -2.684  -3.634  -5.294
H  -4.156  -0.749  3.996
H  -4.022  1.543  -2.849
H  0.239  0.284  -2.106
H  4.534  1.022  -0.844